Record 1
45
Properties=species:S:1:pos:R:3:mulliken_charge:R:1 method="wB97M-V/def2-TZVPD" e_homo_ev="-7.24 / -7.43" e_lumo_ev="-1.747 / -1.646" gap_ha="0.2020 / 0.2125" spin_multiplicity=2
Re -0.192 -0.297 0.056 0.37
O 0.978 3.452 -1.225 -0.72
C 0.841 2.350 -0.736 0.12
N -0.092 1.398 -1.051 0.02
C -1.238 1.662 -1.851 0.91
C -1.568 2.869 -2.459 -0.84
C -2.713 2.940 -3.239 -0.62
C -3.529 1.830 -3.410 -0.61
C -3.212 0.626 -2.799 -0.59
C -2.068 0.548 -2.017 0.17
N -1.578 -0.612 -1.359 0.13
C -1.754 -1.877 -1.866 0.30
O -2.627 -2.270 -2.600 -0.67
C -0.633 -2.797 -1.441 0.54
C -0.633 -4.139 -1.730 -0.64
C 0.464 -4.898 -1.347 -0.33
C 1.529 -4.276 -0.717 -0.78
C 1.453 -2.920 -0.462 -0.09
N 0.381 -2.197 -0.807 -0.15
C 1.764 1.890 0.357 0.49
C 2.731 2.736 0.850 -0.59
C 3.542 2.296 1.883 -0.38
C 3.368 1.008 2.364 -1.04
C 2.387 0.210 1.811 0.10
N 1.579 0.645 0.835 0.21
H -0.933 3.729 -2.326 0.48
H -2.967 3.877 -3.720 0.39
H -4.424 1.901 -4.015 0.39
H -3.843 -0.242 -2.914 0.46
H -1.487 -4.552 -2.250 0.49
H 0.487 -5.964 -1.537 0.43
H 2.406 -4.829 -0.410 0.42
H 2.253 -2.386 0.033 0.40
H 2.807 3.724 0.418 0.51
H 4.298 2.946 2.306 0.45
H 3.971 0.617 3.172 0.42
H 2.210 -0.796 2.165 0.55
S 0.166 1.054 7.133 -0.24
C -0.226 0.621 5.605 0.10
S 0.140 -0.930 4.922 -0.06
C -0.427 -0.605 3.301 0.07
C -0.934 0.614 3.082 0.23
S -1.516 1.121 1.518 -0.28
S -0.954 1.694 4.454 -0.06
S -0.208 -1.771 2.024 -0.47


Record 2
44
Properties=species:S:1:pos:R:3:mulliken_charge:R:1 method="wB97M-V/def2-TZVPD" e_homo_ev=-7.87 e_lumo_ev=-1.225 de_lowest_kj_mol=254.8 gap_ha=0.2441
O 2.138 -0.897 -0.287 -0.87
F 1.553 4.964 6.988 -0.21
F 1.546 6.928 6.317 -0.23
S -1.172 1.874 -1.165 -0.34
Cl -0.446 -6.090 -1.779 -0.22
Cl 2.985 -0.963 -3.299 -0.16
S -0.282 5.304 5.326 -0.19
C -0.262 0.782 -0.383 -0.08
C 1.058 -1.296 -0.904 0.40
C -0.041 -0.498 -1.096 -0.17
C -3.284 -2.132 -3.180 -0.28
C 1.702 -4.893 -3.091 -0.50
C 2.334 -3.689 -3.444 -0.31
C -1.132 3.779 3.114 -0.88
C 1.099 3.233 3.803 -0.18
C 0.605 -3.619 -1.230 -0.42
C -1.051 2.790 2.061 -0.32
C 1.135 2.256 2.781 -0.81
C -2.095 -1.816 -3.897 -0.77
C -3.378 -1.744 -1.862 -0.75
C 0.759 -4.837 -1.994 0.11
C 2.175 -2.523 -2.718 0.14
C -0.057 4.066 3.966 0.45
C 1.292 -2.471 -1.609 0.11
C 0.092 2.055 1.825 0.56
C -0.998 -1.309 -3.142 0.05
C -2.326 -1.171 -1.238 -0.04
N 0.372 1.075 0.793 -0.06
N -1.102 -0.967 -1.844 0.60
C 1.420 5.670 5.904 0.44
H -4.041 -2.642 -3.766 0.42
H 2.001 -5.826 -3.645 0.35
H 3.016 -3.775 -4.324 0.36
H -1.982 4.270 3.404 0.45
H 2.010 3.301 4.360 0.29
H -0.119 -3.686 -0.423 0.50
H -1.908 2.656 1.376 0.27
H 1.994 1.511 2.522 0.18
H -1.976 -1.882 -5.007 0.37
H -4.408 -1.714 -1.425 0.32
H -0.078 -1.131 -3.625 0.54
H -2.411 -0.766 -0.278 0.54
H 1.156 0.453 0.993 0.22
H 2.106 5.369 5.124 0.12


Record 3
52
Properties=species:S:1:pos:R:3:mulliken_charge:R:1 method="wB97M-V/def2-TZVPD" e_homo_ev="-2.45 / -2.61" e_lumo_ev="4.197 / 2.903" de_lowest_kj_mol=123.6 gap_ha="0.2441 / 0.2024" total_charge=-2 spin_multiplicity=6
Mn -2.150 1.461 0.886 0.93
O 2.413 2.948 -1.989 -0.71
C 1.470 3.767 -2.490 0.24
C 1.821 4.632 -3.521 -0.61
C 0.885 5.484 -4.079 -0.32
C -0.419 5.503 -3.603 -0.69
C -0.780 4.661 -2.572 -0.62
C 0.146 3.784 -2.005 0.22
C -0.297 2.884 -0.936 0.84
O -1.497 2.938 -0.494 -0.79
N 0.590 2.034 -0.451 -0.62
N 0.122 1.293 0.567 0.20
C 0.871 0.381 1.111 -0.20
C 0.447 -0.313 2.275 0.61
C 1.146 -1.442 2.725 -0.76
C 0.698 -2.187 3.787 -0.43
C -0.470 -1.804 4.446 -0.52
C -1.163 -0.680 4.059 -0.50
C -0.740 0.110 2.973 0.54
O -1.401 1.180 2.648 -1.02
H 1.956 2.405 -1.280 0.63
H 2.843 4.621 -3.875 0.40
H 1.175 6.140 -4.890 0.34
H -1.149 6.172 -4.036 0.39
H -1.783 4.652 -2.175 0.49
H 1.819 0.103 0.641 0.31
H 2.035 -1.743 2.186 0.34
H 1.221 -3.085 4.079 0.40
H -0.843 -2.404 5.264 0.35
H -2.076 -0.382 4.559 0.41
Cl -5.385 3.242 2.832 -0.41
Si -3.753 3.174 1.427 0.55
Cl -3.052 5.163 1.880 -0.39
Cl -4.934 3.754 -0.259 -0.39
O -2.915 0.422 -0.374 -0.30
O -2.998 -0.174 0.807 -0.27
O -0.131 -6.667 1.267 -0.71
S 0.568 -5.406 1.382 1.19
O 1.626 -5.394 2.368 -0.66
N -0.478 -4.157 1.590 -0.51
C -0.432 -3.349 0.566 0.46
S -1.418 -1.999 0.287 -0.22
C 0.519 -3.680 -0.488 0.70
C 0.789 -2.980 -1.665 -0.56
C 1.694 -3.517 -2.557 -0.68
C 2.333 -4.729 -2.296 -0.39
C 2.082 -5.415 -1.110 -0.57
C 1.187 -4.878 -0.223 -0.34
H 0.291 -2.042 -1.860 0.46
H 1.915 -2.990 -3.476 0.38
H 3.028 -5.136 -3.019 0.37
H 2.572 -6.351 -0.891 0.42


Record 4
83
Properties=species:S:1:pos:R:3:mulliken_charge:R:1 method="wB97M-V/def2-TZVPD" e_homo_ev=-12.34 e_lumo_ev=-4.556 gap_ha=0.2862 total_charge=+1
C 5.375 0.549 3.249 -1.40
C 4.249 0.905 2.162 0.18
C 3.198 2.029 2.640 0.11
N 3.421 2.885 3.803 0.00
C 2.438 3.886 4.231 -0.35
C 1.081 4.113 3.488 -0.56
C 0.838 3.207 2.224 0.66
C -0.534 3.336 1.383 -0.68
O -1.610 3.404 2.385 -0.34
C -2.440 2.232 2.338 0.35
C -2.090 0.811 2.983 -0.41
O -3.564 2.345 1.771 -0.50
C 1.889 2.153 1.758 -0.12
S 1.689 1.056 0.255 0.00
H 4.836 0.276 4.238 0.42
H 5.887 -0.422 2.887 0.31
H 6.135 1.378 3.442 0.32
H 4.647 1.225 1.139 0.04
H 3.615 -0.051 2.000 0.31
H 4.276 2.801 4.389 0.31
H 2.614 4.549 5.158 0.35
H 0.300 4.880 3.846 0.39
H -0.494 4.277 0.722 0.32
H -0.702 2.453 0.660 0.38
H -1.489 0.119 2.287 0.08
H -3.093 0.279 3.208 0.32
H -1.562 0.900 4.005 0.32
H 2.376 1.683 -0.805 0.20
C -1.784 -3.032 3.803 0.03
Cl -0.378 -2.255 3.040 -0.05
Cl -1.261 -4.507 4.642 0.05
Cl -2.515 -1.910 4.970 0.00
Cl -2.982 -3.453 2.558 0.07
C -0.925 -3.622 -1.215 0.03
Cl -1.010 -4.268 0.436 -0.06
Cl 0.138 -4.650 -2.201 -0.10
Cl -2.554 -3.593 -1.920 0.05
Cl -0.275 -1.972 -1.166 0.08
C -6.306 -2.530 -1.065 0.18
Cl -6.332 -0.786 -1.399 -0.06
Cl -5.693 -3.401 -2.490 -0.09
Cl -5.246 -2.847 0.326 0.00
Cl -7.951 -3.087 -0.694 -0.09
C 0.810 -0.911 -5.044 0.18
Cl 0.948 0.040 -3.543 -0.03
Cl 2.385 -0.944 -5.865 -0.08
Cl 0.313 -2.574 -4.649 -0.06
Cl -0.389 -0.157 -6.118 0.02
C 6.956 -0.207 -0.815 0.32
Cl 7.834 0.373 0.618 -0.10
Cl 5.857 -1.522 -0.342 -0.09
Cl 6.015 1.130 -1.513 -0.05
Cl 8.114 -0.806 -2.018 -0.08
C -3.898 -0.574 8.596 0.29
Cl -3.440 0.380 7.166 -0.08
Cl -5.647 -0.432 8.867 -0.08
Cl -3.476 -2.280 8.331 -0.06
Cl -3.026 0.037 10.019 -0.09
C -3.075 2.732 -5.427 0.21
Cl -1.334 2.581 -5.098 -0.04
Cl -3.610 4.380 -5.033 -0.09
Cl -3.376 2.407 -7.148 -0.09
Cl -3.983 1.565 -4.448 0.00
C -7.268 -0.619 -6.035 0.28
Cl -7.632 -1.688 -7.407 -0.09
Cl -5.687 -1.055 -5.348 -0.04
Cl -7.225 1.068 -6.594 -0.08
Cl -8.527 -0.799 -4.795 -0.08
C -1.728 -7.919 6.567 0.35
Cl -0.322 -7.145 5.802 -0.11
Cl -1.207 -9.393 7.408 -0.09
Cl -2.458 -6.796 7.735 -0.07
Cl -2.923 -8.337 5.321 -0.09
C 1.336 2.750 -8.834 0.21
Cl 1.695 4.443 -9.235 -0.10
Cl 0.332 2.687 -7.368 0.05
Cl 0.461 1.994 -10.184 -0.11
Cl 2.856 1.873 -8.549 -0.08
C 7.622 2.474 -4.899 0.31
Cl 7.568 3.339 -3.347 -0.10
Cl 5.977 1.981 -5.359 -0.06
Cl 8.293 3.542 -6.149 -0.10
Cl 8.648 1.033 -4.737 -0.07